Entry 1:
ORCA calculation (ωB97M-V/def2-TZVPD) on a cluster of 2 separate species, C2H6N2O in total at a distorted geometry.

```
11
Properties=species:S:1:pos:R:3
C -1.09956 0.43720 0.62316
C -0.27938 0.37490 -0.59259
N 3.60026 0.03008 0.10612
N 2.41156 0.18592 -0.23716
O 1.43940 -0.16982 0.48167
H -0.52329 1.00897 1.31093
H -2.10458 0.85617 0.49729
H -1.23874 -0.51908 1.23918
H 0.36916 1.28630 -0.73577
H -0.34376 -0.34346 -1.41676
H 4.20876 0.32764 -0.77131
```

Its HOMO-LUMO gap (alpha / beta) is 7.467 / 7.464 eV. For the energy relative to the best compared isomer or geometry (same formula, charge and spin), the calculation gives 6.076 eV. The value obtained for the LUMO energy (alpha / beta) is -0.71 / -0.71 eV. As for the electronic energy: -264.36404 a.u.


Entry 2:
ORCA calculation (ωB97M-V/def2-TZVPD) on a structure of composition C2H2N4O2 at a distorted geometry.

```
10
Properties=species:S:1:pos:R:3
C 1.02831 0.26907 0.28812
C -1.56410 0.22016 0.01709
H 0.79254 2.01784 0.14842
H -1.51138 1.23158 -0.86707
N 1.53740 1.41391 -0.01839
N 1.84211 -1.01100 -0.27841
N 0.98518 -1.99628 -0.01983
N -0.28167 -0.24047 0.64828
O -0.26716 -1.52623 0.21663
O -2.56123 -0.37857 -0.13484
```

Its HOMO-LUMO gap is 9.510 eV. For the energy relative to the best compared isomer or geometry (same formula, charge and spin), the calculation gives 7.901 eV. The value obtained for the LUMO energy is -0.78 eV. As for the electronic energy: -446.68238 a.u.


Entry 3:
ORCA calculation (ωB97M-V/def2-TZVPD) on a cluster of 9 separate species, C43H88F15N2O17P2S5 in total at a distorted geometry.

```
172
Properties=species:S:1:pos:R:3
C -0.45879 -1.20357 2.23493
C 0.41994 -1.55425 1.08985
O 0.08666 -1.62962 -0.07094
N 1.90915 -1.76759 1.44674
H 2.23567 -1.24777 2.24877
H 1.93489 -2.73173 1.74650
C 2.92467 -1.28086 0.41290
H -0.37783 -1.81494 3.13369
H -1.49927 -1.22260 1.91071
H -0.40358 -0.14651 2.49509
H 2.89834 -0.19496 0.32215
H 2.62751 -1.73808 -0.53089
H 3.88648 -1.73339 0.65425
C 7.02607 -1.70876 2.96298
C 5.92447 -1.00863 3.71272
O 4.82099 -1.22483 3.32755
N 6.23593 -0.14777 4.92703
H 5.94648 -0.50740 5.82535
H 7.23959 -0.23981 4.99264
C 5.93084 1.29847 4.70633
H 7.66672 -2.33473 3.58413
H 7.75094 -0.97705 2.60624
H 6.76324 -2.37397 2.14047
H 4.84796 1.41949 4.73514
H 6.31079 1.50367 3.70551
H 6.35829 1.73702 5.60803
C -2.55549 -2.05952 7.94679
C -1.89934 -0.71005 7.61900
C -2.32372 -0.14361 6.25932
C -3.78678 0.34588 6.20925
P -4.19541 1.27478 4.65994
C -2.82457 0.97300 3.39454
C -3.00980 1.67931 2.01454
C -1.80281 2.29114 1.36784
C -1.40231 3.72539 1.83320
C -3.86899 3.07638 4.98806
C -2.55780 3.35377 5.68438
C -2.31684 4.88321 6.01757
C -1.04672 5.16652 6.80437
C -5.82646 1.02367 4.11904
C -6.67509 2.28418 3.83849
C -7.14553 2.46845 2.36194
C -8.22943 1.37932 1.95115
H -2.06965 -2.49124 8.82182
H -2.48879 -2.65607 7.03696
H -3.62482 -1.88238 8.06192
H -0.81005 -0.74022 7.64428
H -2.16099 0.00943 8.39487
H -2.25354 -0.82766 5.41358
H -1.59048 0.62500 6.01500
H -4.09294 0.92792 7.07851
H -4.46306 -0.50354 6.30530
H -3.00465 -0.06393 3.11089
H -1.85321 1.06367 3.88069
H -3.61879 2.56229 2.20839
H -3.70854 1.22657 1.31106
H -2.14372 2.47989 0.34988
H -0.95869 1.63119 1.16774
H -0.56911 4.10065 1.23900
H -1.15030 3.83462 2.88803
H -2.18687 4.43277 1.56455
H -4.72522 3.32173 5.61636
H -3.85175 3.66958 4.07378
H -1.66895 3.13658 5.09203
H -2.30390 2.95171 6.66519
H -3.19245 5.24087 6.55932
H -2.36463 5.36699 5.04198
H -0.88746 4.34072 7.49776
H -1.03181 6.12797 7.31769
H -0.24348 5.01977 6.08231
H -6.26917 0.28800 4.79053
H -5.65380 0.49673 3.18062
H -5.96212 3.09840 3.96823
H -7.44000 2.35571 4.61172
H -6.25613 2.53650 1.73549
H -7.64824 3.42956 2.25399
H -7.73193 0.41674 1.83275
H -8.68736 1.57494 0.98155
H -9.04534 1.32687 2.67201
C 3.26936 -2.49936 -3.38990
C 2.47512 -2.87409 -4.64008
C 1.76505 -1.64192 -5.13832
C 0.99582 -1.92015 -6.49402
P 0.29911 -0.40589 -7.21206
C 1.65298 0.68888 -7.68379
C 1.27023 2.19355 -7.78484
C 0.82811 2.77412 -9.16206
C 0.71447 4.28468 -9.18568
C -0.82002 -0.85266 -8.66161
C -0.15956 -1.90295 -9.66094
C -0.25168 -1.29658 -11.10840
C 0.73341 -0.16058 -11.36904
C -0.74888 0.42074 -5.89847
C -1.83519 1.34640 -6.36823
C -2.40013 2.38641 -5.42111
C -3.46664 3.38782 -5.93683
H 3.60679 -3.42673 -2.92704
H 2.74468 -1.92656 -2.62523
H 4.21040 -1.99647 -3.61276
H 1.74977 -3.64699 -4.38594
H 3.11642 -3.22340 -5.44928
H 2.36507 -0.74279 -5.27850
H 0.93198 -1.40284 -4.47730
H 0.24167 -2.69016 -6.33144
H 1.72791 -2.27100 -7.22136
H 1.95219 0.34421 -8.67362
H 2.50682 0.53993 -7.02281
H 2.18385 2.75484 -7.58901
H 0.64535 2.42657 -6.92267
H -0.07783 2.25051 -9.46735
H 1.48632 2.44159 -9.96474
H 1.57633 4.62660 -8.61265
H -0.17050 4.75310 -8.75496
H 0.78858 4.75989 -10.16384
H -1.07739 0.11874 -9.08381
H -1.67382 -1.33911 -8.18994
H -0.68394 -2.85844 -9.64676
H 0.83840 -2.19735 -9.33616
H -1.26755 -0.94897 -11.29617
H -0.01634 -2.15705 -11.73473
H 1.66535 -0.31815 -10.82614
H 0.40941 0.81427 -11.00467
H 1.06153 -0.14246 -12.40832
H -0.01999 0.91417 -5.25554
H -1.06241 -0.34062 -5.18424
H -2.67111 0.79765 -6.80206
H -1.44777 1.83003 -7.26495
H -1.65529 2.97814 -4.88896
H -2.84950 1.91656 -4.54623
H -3.96375 3.88442 -5.10355
H -4.30556 2.92128 -6.45321
H -3.07819 4.16757 -6.59198
C 1.28885 1.88885 5.12735
F 0.75473 1.98272 6.34934
F 0.37291 2.04947 4.14876
F 2.25288 2.76110 5.03792
S 1.98446 0.12307 4.86668
O 2.25648 -0.05868 3.41049
O 3.09425 0.16284 5.83380
O 0.90275 -0.82111 5.23065
C 5.81562 -4.53254 -0.11942
F 7.06910 -4.07739 -0.15445
F 5.32484 -4.35423 1.08576
F 5.07137 -3.81297 -0.91625
S 5.71238 -6.33975 -0.63490
O 4.54568 -6.49676 -1.44855
O 6.96528 -6.70803 -1.30101
O 5.55302 -7.09118 0.63450
C 0.33938 -6.30312 2.17598
F -0.57024 -5.35794 1.99636
F 0.20482 -6.79995 3.41127
F 0.09347 -7.25951 1.27966
S 2.10925 -5.59445 1.69821
O 3.12442 -6.63646 2.09742
O 2.00312 -5.36752 0.27011
O 2.20381 -4.30685 2.38662
C -3.63279 -3.85829 2.76138
F -3.47948 -3.22344 1.54856
F -3.86268 -5.14688 2.51674
F -2.54265 -3.77404 3.57616
S -5.11248 -3.00329 3.74569
O -5.26260 -3.77461 4.94805
O -4.76759 -1.59231 3.95958
O -6.24159 -3.11300 2.82670
C 4.63352 2.59119 0.70314
F 5.09517 3.81431 0.95591
F 4.20652 2.07309 1.88464
F 3.57934 2.74238 -0.11576
S 6.04478 1.44312 -0.13703
O 7.09082 1.38323 0.89167
O 5.39971 0.10902 -0.40509
O 6.44280 2.13057 -1.37636
```

Its HOMO-LUMO gap is 4.879 eV. The total charge is -1. The value obtained for the LUMO energy is 0.68 eV. As for the electronic energy: -7251.35419 a.u.


Which value of electronic energy does entry 2 give? -446.68238 a.u.